C46H43F5N7O4STi | the ωB97M-V functional and the def2-TZVPD basis

The calculation puts the LUMO energy at -3.39 eV. Its multiplicity is 1. Its relative energy (zero: lowest compared OMol25 entry of this formula, charge and spin) is 0.681 eV. The value obtained for the HOMO energy is -10.11 eV. As for the charge: +1.

Geometry (Å):
Ti (-0.0305, -0.5675, -1.7529)
C (-2.4032, -4.8489, -2.9447)
N (-1.7138, -3.6359, -3.3618)
C (-0.7799, -3.8866, -4.4482)
C (-2.6200, -2.5713, -3.6762)
C (-3.4919, -2.6728, -4.7612)
C (-4.3747, -1.6607, -5.0741)
C (-4.4096, -0.5134, -4.2886)
C (-3.5628, -0.4065, -3.2028)
C (-2.6575, -1.4256, -2.8868)
N (-1.8375, -1.2962, -1.7135)
C (-2.5631, -1.5315, -0.5130)
C (-3.9457, -1.4071, -0.3958)
C (-4.5557, -1.4596, 0.8525)
C (-3.8045, -1.6530, 1.9952)
C (-2.4365, -1.8784, 1.8805)
C (-1.8274, -1.8499, 0.6382)
N (-0.4541, -2.1971, 0.4134)
C (0.3544, -2.2363, 1.6287)
C (-0.4330, -3.5564, -0.1844)
H (-2.9667, -5.3347, -3.7542)
H (-1.6721, -5.5673, -2.5682)
H (-3.0989, -4.6131, -2.1390)
H (-1.2740, -4.1824, -5.3848)
H (-0.1813, -2.9988, -4.6454)
H (-0.1053, -4.6973, -4.1587)
H (-3.4607, -3.5681, -5.3706)
H (-5.0359, -1.7606, -5.9238)
H (-5.0937, 0.2911, -4.5215)
H (-3.5859, 0.4907, -2.5996)
H (-4.5632, -1.2514, -1.2657)
H (-5.6284, -1.3358, 0.9153)
H (-4.2746, -1.6692, 2.9688)
H (-1.8559, -2.1007, 2.7646)
H (1.4013, -2.3602, 1.3498)
H (0.0749, -3.0789, 2.2721)
H (0.2400, -1.3203, 2.2062)
H (-0.9863, -4.2459, 0.4633)
H (-0.8601, -3.5347, -1.1839)
H (0.6010, -3.8902, -0.2556)
C (3.5110, 4.4705, 10.7725)
O (2.3157, 4.6851, 10.0387)
C (2.2078, 4.1208, 8.8196)
C (3.1946, 3.3419, 8.2216)
C (2.9699, 2.8112, 6.9599)
C (1.7811, 3.0432, 6.2816)
C (0.7972, 3.8268, 6.8958)
C (1.0057, 4.3588, 8.1455)
C (1.5141, 2.4944, 4.9552)
N (0.3657, 2.5819, 4.3190)
C (0.5598, 1.9303, 3.1353)
C (1.8449, 1.4375, 3.0449)
N (2.4492, 1.8120, 4.2214)
C (2.3255, 0.7149, 1.9139)
C (3.6074, 0.1802, 1.7392)
C (3.8917, -0.5157, 0.5884)
C (2.8929, -0.6874, -0.3729)
N (1.6722, -0.2021, -0.2219)
C (1.3905, 0.5032, 0.8824)
C (0.0465, 1.0170, 0.9615)
N (-0.7442, 0.7569, -0.0983)
C (-1.9664, 1.2649, -0.0922)
C (-2.4770, 2.0169, 0.9696)
C (-1.6913, 2.2489, 2.0694)
C (-0.3844, 1.7456, 2.0724)
H (3.3826, 5.0008, 11.7110)
H (4.3754, 4.8753, 10.2414)
H (3.6625, 3.4075, 10.9734)
H (4.1289, 3.1405, 8.7231)
H (3.7530, 2.1994, 6.5280)
H (-0.1308, 4.0083, 6.3728)
H (0.2526, 4.9659, 8.6273)
H (3.3940, 1.6282, 4.5067)
H (4.3687, 0.3094, 2.4977)
H (4.8713, -0.9370, 0.4154)
H (3.0969, -1.2252, -1.2855)
H (-2.5664, 1.0650, -0.9654)
H (-3.4873, 2.3932, 0.9063)
H (-2.0459, 2.8123, 2.9217)
C (3.0766, 2.3144, -3.4606)
S (2.8965, 0.5317, -3.5371)
C (2.4997, 0.3612, -5.2636)
O (1.5828, 0.2969, -2.8264)
H (3.6770, 2.6474, -4.3056)
H (3.5795, 2.5667, -2.5306)
H (2.0870, 2.7656, -3.4918)
H (3.3869, 0.5958, -5.8497)
H (1.6704, 1.0218, -5.5127)
H (2.2251, -0.6810, -5.3962)
C (2.4408, -3.9459, -2.2663)
C (1.9017, -2.6718, -2.8600)
O (2.3095, -2.2143, -3.9100)
O (0.9024, -2.1547, -2.1742)
H (3.3497, -4.2403, -2.7843)
H (1.6909, -4.7300, -2.3853)
H (2.6269, -3.8327, -1.1996)
F (-1.0876, -0.3667, -4.9642)
C (-1.1639, 0.8639, -4.4185)
C (-0.7397, 1.0671, -3.1187)
C (-0.5799, 2.4000, -2.7838)
F (0.0359, 2.7536, -1.6281)
C (-0.9575, 3.4565, -3.6003)
F (-0.7976, 4.7213, -3.2014)
C (-1.4811, 3.1924, -4.8553)
F (-1.8492, 4.1868, -5.6565)
C (-1.5611, 1.8772, -5.2784)
F (-1.9850, 1.5986, -6.5108)

Atomic partial charges in e from the Mulliken method, atoms 1 to 6: -0.93, -1.13, 1.21, -1.18, -0.52, -0.40